Run P
{"formula": "C4H30N8O11", "method": "wB97M-V/def2-TZVPD", "species": ["O", "H", "H", "O", "H", "H", "O", "H", "H", "O", "H", "H", "O", "H", "H", "O", "H", "H", "O", "H", "H", "C", "O", "N", "N", "H", "H", "H", "H", "C", "O", "N", "N", "H", "H", "H", "H", "C", "O", "N", "N", "H", "H", "H", "H", "C", "O", "N", "N", "H", "H", "H", "H"], "positions_angstrom": [[-9.1569, 21.8409, 6.2558], [-8.7414, 22.4538, 6.8625], [-10.0957, 21.9627, 6.3972], [-12.4524, 21.3956, 7.4672], [-11.8879, 22.0814, 7.1105], [-12.8260, 21.7805, 8.2600], [-11.6173, 22.6723, 5.1076], [-11.3197, 21.7727, 5.2434], [-11.4209, 23.1171, 5.9321], [-10.8375, 20.0330, 7.6006], [-11.6446, 20.5447, 7.6554], [-10.6304, 20.0107, 6.6664], [-8.5726, 23.5433, 7.3730], [-9.0347, 23.7005, 8.1964], [-8.3186, 24.4150, 7.0701], [-11.0019, 23.1472, 7.0437], [-10.9113, 24.0641, 6.7842], [-10.8362, 23.1470, 7.9864], [-9.0570, 23.0924, 4.3499], [-9.1019, 22.5837, 5.1595], [-9.9500, 23.0748, 4.0056], [-10.2697, 22.3615, 9.5091], [-11.0199, 23.2400, 9.0249], [-9.9360, 21.2303, 9.0037], [-9.4856, 22.6396, 10.4770], [-10.3066, 20.7724, 8.1833], [-9.4255, 20.5846, 9.5890], [-9.2475, 23.6065, 10.6462], [-8.9761, 21.8885, 10.9201], [-6.6015, 22.3351, 9.4350], [-7.4003, 21.5529, 9.8174], [-6.3716, 22.6793, 8.1998], [-5.7404, 22.9856, 10.1444], [-6.9399, 22.4767, 7.3898], [-5.9055, 23.5739, 8.1499], [-4.9424, 23.2252, 9.5736], [-5.7765, 22.8572, 11.1456], [-7.1920, 19.9294, 6.9804], [-6.5295, 20.7186, 6.4440], [-6.8174, 18.8920, 7.6315], [-8.5267, 20.0894, 6.9684], [-5.9068, 18.7850, 8.0550], [-7.5470, 18.3874, 8.1146], [-8.9259, 19.3006, 7.4567], [-8.9109, 20.9710, 6.6597], [-10.8979, 20.3243, 4.8120], [-10.8594, 20.8441, 5.8791], [-11.7118, 19.3798, 4.5021], [-10.0534, 20.6391, 3.8379], [-12.2826, 18.9319, 5.2046], [-11.8445, 19.0429, 3.5592], [-9.5676, 21.5153, 3.7105], [-10.2293, 19.9671, 3.1047]], "mulliken_charge": [-0.363, 0.572, -0.722, -0.679, 0.590, 0.425, -1.110, 0.346, 0.823, -0.901, 1.002, 0.622, -0.389, 0.305, 0.311, -0.270, 0.248, 0.185, -0.983, 0.563, 0.403, -0.221, -0.692, 0.160, -0.257, 0.031, 0.299, 0.232, 0.279, 0.619, -0.648, -0.283, -0.468, -0.015, 0.288, 0.208, 0.258, 0.242, -0.683, -0.432, -0.130, 0.278, 0.172, 0.080, -0.033, 0.216, -0.682, -0.454, -0.201, 0.249, 0.201, 0.280, 0.127], "homo_ev": -7.7}

=====

Run Q
{"formula": "C4H30N8O11", "method": "wB97M-V/def2-TZVPD", "species": ["N", "C", "N", "O", "H", "H", "H", "H", "N", "C", "N", "O", "H", "H", "H", "H", "N", "C", "N", "O", "H", "H", "H", "H", "N", "C", "N", "O", "H", "H", "H", "H", "O", "H", "H", "O", "H", "H", "O", "H", "H", "O", "H", "H", "O", "H", "H", "O", "H", "H", "O", "H", "H"], "positions_angstrom": [[14.1537, 9.2283, 8.9825], [13.9870, 10.5598, 8.7740], [13.3932, 11.2503, 9.7919], [14.4036, 11.2061, 7.8428], [14.8190, 8.7966, 8.3556], [13.7813, 8.7696, 9.7720], [12.8455, 10.7459, 10.4907], [13.1247, 12.2134, 9.7534], [9.5511, 13.9086, 8.2534], [10.4696, 13.1639, 7.5622], [10.0936, 12.8629, 6.1711], [11.5279, 12.7563, 8.0200], [9.4633, 13.8906, 9.2383], [8.6622, 13.8858, 7.8022], [10.8095, 12.4628, 5.5516], [9.1496, 12.7797, 5.8743], [7.8368, 9.9467, 6.9243], [7.0885, 11.0918, 6.8848], [6.0882, 11.0665, 7.8984], [7.2924, 12.0677, 6.1076], [7.7787, 9.4408, 7.8127], [8.6825, 9.9257, 6.3389], [5.2710, 11.6966, 7.8194], [5.7679, 10.1253, 8.1015], [11.5027, 9.9645, 7.0161], [11.6387, 8.6454, 6.9831], [12.6045, 8.1632, 6.0969], [11.0688, 7.8305, 7.7652], [11.9787, 10.5846, 6.3839], [10.9404, 10.3794, 7.7308], [12.8568, 7.2061, 6.0567], [13.0422, 8.7885, 5.4679], [13.3704, 11.7512, 5.2606], [13.8687, 11.1436, 5.8622], [13.1820, 12.4429, 5.8944], [13.8359, 4.7937, 7.1357], [12.9132, 4.9212, 6.8225], [13.8342, 3.8080, 7.0881], [9.1470, 9.0063, 9.2192], [9.6718, 8.2994, 8.7354], [9.2064, 8.7413, 10.1452], [15.3091, 5.5233, 4.7267], [16.2497, 5.6480, 4.9299], [14.8877, 5.1363, 5.5017], [11.1508, 3.9124, 6.6831], [10.4678, 4.4349, 7.0983], [10.7378, 3.7189, 5.8265], [9.9229, 5.5649, 8.6310], [9.2791, 6.0976, 8.1118], [10.7211, 6.0581, 8.4349], [8.1629, 11.8708, 10.0968], [8.1042, 11.7428, 11.0545], [7.8498, 11.0980, 9.5886]], "mulliken_charge": [-0.341, 0.693, -0.419, -0.739, 0.219, 0.156, 0.176, 0.247, -0.458, 0.358, -0.263, -0.498, 0.224, 0.263, 0.194, 0.242, -0.314, 0.499, -0.412, -0.731, 0.281, 0.202, 0.239, 0.229, 0.150, 0.670, -0.278, -0.800, -0.027, -0.010, 0.045, 0.144, -0.718, 0.347, 0.354, -0.692, 0.353, 0.329, -0.494, 0.317, 0.208, -0.655, 0.309, 0.377, -0.645, 0.349, 0.310, -0.768, 0.314, 0.478, -0.566, 0.258, 0.293], "smiles": "NC(N)=O.NC(N)=O.NC(N)=O.NC(N)=O.O.O.O.O.O.O.O", "homo_ev": -9.6}

=====

Which one sits at the bottom of the stability order? run P does.

=====

Run P
{"formula": "C4H10NOS", "method": "wB97M-V/def2-TZVPD", "species": ["N", "S", "O", "C", "C", "C", "C", "H", "H", "H", "H", "H", "H", "H", "H", "H", "H"], "positions_angstrom": [[-0.1484, -2.2021, 1.3386], [0.1569, -0.4235, 0.9502], [0.9913, 0.1433, 1.9533], [1.1462, -0.4867, -0.5887], [0.8448, 0.8627, -1.0801], [-0.6748, 1.1406, -1.0024], [-1.2728, 0.6006, 0.3272], [0.1242, -2.1553, 2.3553], [-1.0806, -2.4364, 1.3622], [0.8753, -1.2250, -1.4680], [2.1441, -0.7545, -0.1508], [1.0934, 0.9020, -2.0961], [1.4670, 1.6248, -0.5776], [-0.6823, 2.3320, -0.9637], [-1.2622, 0.7897, -1.8232], [-1.5184, 1.3100, 1.2580], [-2.2037, -0.0222, 0.2057]], "mulliken_charge": [-0.578, 0.925, -0.537, -0.490, -0.822, -0.475, -0.544, 0.355, 0.294, 0.318, 0.394, 0.400, 0.357, 0.264, 0.367, 0.360, 0.414], "charge": 1, "smiles": "[NH2+]=S1(=O)CCCC1", "homo_ev": -15.7}

=====

Run Q
{"formula": "C4H10NOS", "method": "wB97M-V/def2-TZVPD", "species": ["C", "C", "C", "S", "N", "C", "O", "H", "H", "H", "H", "H", "H", "H", "H", "H", "H"], "positions_angstrom": [[1.5666, 0.4191, -0.7488], [0.5679, 0.5891, 0.4093], [0.3707, 2.0250, 0.7651], [-0.9847, -0.1702, -0.1159], [-0.8336, -1.7504, -0.0085], [-2.2082, -2.6860, -0.2362], [0.1024, -2.4329, 0.2678], [1.1598, 0.7859, -1.7050], [2.4213, 1.1991, -0.5383], [2.0166, -0.4537, -0.5664], [0.9534, -0.0476, 1.2788], [0.9164, 2.2908, 1.6584], [-0.7146, 2.2057, 0.8009], [0.6933, 2.7484, -0.0502], [-2.9819, -2.1375, -0.7267], [-2.4807, -2.9391, 0.7862], [-2.0527, -3.5953, -0.8616]], "mulliken_charge": [-1.492, 0.394, -1.254, 0.154, 0.507, -0.644, -0.364, 0.425, 0.369, 0.517, 0.387, 0.324, 0.382, 0.345, 0.326, 0.316, 0.305], "charge": 1, "smiles": "CC(C)S[N+](C)=O", "homo_ev": -15.4}

=====

Run R
{"formula": "C4H10NOS", "method": "wB97M-V/def2-TZVPD", "species": ["C", "C", "C", "C", "N", "O", "S", "H", "H", "H", "H", "H", "H", "H", "H", "H", "H"], "positions_angstrom": [[-1.1006, 1.5974, -1.4097], [-0.3951, 1.5141, -0.0474], [-1.3074, 0.1335, -1.8351], [-0.5010, 0.0805, 0.3279], [-0.9971, -0.6309, -0.6378], [-0.1087, -0.3304, 1.4774], [2.7292, -2.7538, 3.1439], [-2.0580, 2.1046, -1.3116], [-0.5061, 2.1444, -2.1334], [0.6595, 1.7891, -0.0902], [-0.8459, 2.1494, 0.7164], [-2.3315, -0.0706, -2.1528], [-0.6335, -0.1679, -2.6396], [3.9455, -2.6142, 2.6304], [-1.1533, -1.6308, -0.6206], [-0.1343, -1.2848, 1.6689], [3.1836, -2.9398, 4.3718]], "mulliken_charge": [-0.458, -0.431, -0.510, 0.411, -0.061, -0.380, -0.321, 0.288, 0.315, 0.307, 0.330, 0.321, 0.297, 0.164, 0.210, 0.352, 0.164], "charge": 1, "homo_ev": -12.5}

=====

Which one sits at the bottom of the stability order? run Q does.

=====

Run P
{"formula": "C3H4INS", "method": "wB97M-V/def2-TZVPD", "species": ["I", "C", "N", "C", "C", "S", "H", "H", "H", "H"], "positions_angstrom": [[3.1615, 1.0452, 2.0728], [1.1540, 0.1762, 0.6923], [0.1965, -0.4307, 1.1978], [-0.7153, -0.7664, 0.0467], [-0.6919, 0.4266, -0.9037], [1.1458, 0.8382, -0.9008], [-1.7367, -1.1308, 0.4175], [-0.3498, -1.7262, -0.1900], [-0.9429, 0.1663, -1.9570], [-1.2213, 1.4015, -0.4757]], "mulliken_charge": [-0.027, 0.201, -0.395, -0.478, -0.391, -0.061, 0.259, 0.302, 0.329, 0.261], "smiles": "IC1=NCCS1", "homo_ev": -9.4}

=====

Run Q
{"formula": "C3H4INS", "method": "wB97M-V/def2-TZVPD", "species": ["C", "C", "C", "N", "S", "I", "H", "H", "H", "H"], "positions_angstrom": [[0.7035, 0.1882, 0.7254], [-0.7134, 1.0723, -0.7668], [0.8228, -0.8265, -0.2538], [-0.0639, 1.1795, 0.4500], [-0.1008, -0.4910, -1.6225], [-0.9955, -2.4626, 2.0506], [1.2288, 0.1582, 1.6650], [-1.7949, 0.9582, -0.6334], [-0.5288, 1.9218, -1.4225], [1.4421, -1.6981, -0.1920]], "mulliken_charge": [-0.384, -0.298, -0.131, -0.407, -0.043, -0.239, 0.420, 0.301, 0.328, 0.453], "homo_ev": [-7.8, -9.1]}

=====

Which one sits at the bottom of the stability order? run P does.

=====

Run P
{"formula": "C3H4INO", "method": "wB97M-V/def2-TZVPD", "species": ["C", "C", "C", "N", "O", "I", "H", "H", "H", "H"], "positions_angstrom": [[-0.9347, -1.1478, -0.2802], [0.7181, 0.2961, -0.6227], [-0.3710, 0.7648, 0.4031], [-1.3181, -0.1333, 0.4158], [0.2076, -0.9581, -0.9632], [1.3223, 0.2267, 2.5042], [-1.5203, -2.0813, -0.4459], [0.6846, 1.0530, -1.3563], [1.7287, 0.2555, -0.2006], [-0.5171, 1.7244, 0.5458]], "mulliken_charge": [0.226, -0.076, -0.666, -0.415, -0.286, -0.271, 0.351, 0.261, 0.292, 0.584], "homo_ev": -8.6}

=====

Run Q
{"formula": "C3H4INO", "method": "wB97M-V/def2-TZVPD", "species": ["C", "C", "C", "N", "O", "I", "H", "H", "H", "H"], "positions_angstrom": [[0.5896, -0.9223, -0.0806], [0.1909, 0.7391, -1.7800], [0.0832, -0.3745, 1.1642], [0.8370, 0.0996, -0.9675], [-1.7228, -0.1234, 0.2175], [-0.2354, 2.3772, -2.8599], [1.1165, -1.8193, 0.0750], [-0.0147, -1.0694, 1.9858], [-0.9708, 0.4324, 0.6517], [0.1266, 0.6608, 1.5938]], "mulliken_charge": [-0.056, 0.089, -0.613, -0.270, -0.591, 0.238, 0.391, 0.266, 0.255, 0.290], "homo_ev": [-8.3, -7.2]}

=====

Which one sits at the bottom of the stability order? run Q does.